Formula: C11H19ClO4P
Source: the OMol25 dataset
Level of theory: ωB97M-V/def2-TZVPD

Structure (XYZ):
```
36
Properties=species:S:1:pos:R:3
C 0.3958 0.5497 3.6370
C 1.1385 1.2246 2.6734
C 0.7417 1.3335 1.2146
P 1.2076 -0.2611 0.3019
C 2.8623 -0.0846 -0.5515
C 1.4232 -1.6988 1.4632
O 1.6376 2.3140 0.5681
C 0.9760 2.6366 -0.6049
O 1.4366 2.7644 -1.6430
O -0.3852 2.7780 -0.3710
C -0.5797 2.0577 0.8625
C -1.9513 1.4120 1.1619
C -2.2671 0.0502 0.4693
C -1.8963 -0.0506 -1.0311
Cl -1.5915 -1.8187 -1.3777
H -0.5037 0.9930 4.0965
H 0.6949 -0.4417 4.0201
H 2.0764 1.7020 3.0103
H 3.3959 -1.0436 -0.4719
H 3.5008 0.6910 -0.0906
H 2.6403 0.2013 -1.5897
H 0.4604 -2.0901 1.8174
H 1.9413 -2.4865 0.8853
H 2.1065 -1.4523 2.2984
H -0.5696 2.8978 1.5981
H -2.7451 2.1670 1.0129
H -1.9445 1.2162 2.2518
H -1.8368 -0.7973 1.0287
H -3.3662 -0.0893 0.5203
H -2.6920 0.2609 -1.7209
H -0.9655 0.4561 -1.3090
C -1.0707 -3.1037 -4.8563
O -1.1445 -3.9653 -5.8714
H -1.9506 -2.4192 -4.7025
H -0.9536 -3.5393 -3.8247
H -0.2218 -2.3639 -4.8755
```

E_tot ... -41710.633 eV
Charge ... -1
2S+1 ... 1

Formula: C11H19FN2O3P
Source: the OMol25 dataset
Level of theory: ωB97M-V/def2-TZVPD

Structure (XYZ):
```
37
Properties=species:S:1:pos:R:3
O 0.2994 1.2711 0.9415
P -1.3032 1.2503 1.1105
O -1.5809 1.9863 2.7042
O -1.9733 -0.3527 1.2119
C -2.1360 2.4088 -0.1520
C -2.3565 1.7243 -1.6621
C -0.9405 1.7911 -2.4543
N -0.2937 0.4851 -2.8195
C -0.6504 -0.6522 -1.8920
C -2.2771 -0.8197 -1.9549
N -3.0784 0.4109 -1.6388
H -2.3466 2.6411 2.6178
H -2.9665 -0.2985 1.4469
H -1.4042 3.3422 -0.2881
H -3.1597 2.8894 0.2297
H -3.0862 2.4942 -2.2132
H -1.1277 2.3775 -3.4772
H -0.1641 2.4760 -1.8601
H 0.7494 0.6332 -2.6832
H -0.1939 -1.6391 -2.3845
H -0.1901 -0.5903 -0.8189
H -2.5402 -1.1260 -3.0778
H -2.6798 -1.7304 -1.2969
H -3.8547 0.4669 -2.3653
H -3.5931 0.3531 -0.7091
F 5.1869 -3.8776 1.3031
C 4.3851 -2.8547 1.6276
C 3.8589 -2.7787 2.9125
C 3.0281 -1.7111 3.2523
C 2.7237 -0.7362 2.2990
C 3.2527 -0.8240 1.0105
C 4.0924 -1.8856 0.6744
H 4.0997 -3.5496 3.6372
H 2.6179 -1.6383 4.2565
H 2.0721 0.0940 2.5632
H 3.0111 -0.0663 0.2690
H 4.5194 -1.9646 -0.3198
```

E_tot ... -32835.625 eV
Charge ... +1
2S+1 ... 1

Formula: C11H19I2N2OP
Source: the OMol25 dataset
Level of theory: ωB97M-V/def2-TZVPD

Structure (XYZ):
```
36
Properties=species:S:1:pos:R:3
C 4.8045 -2.1224 -1.0617
C 4.1912 -1.1135 -2.0195
O 4.6607 -0.9536 -3.1124
N 3.0129 -0.4239 -1.6096
C 3.1986 0.3358 -0.3702
P 1.5005 -1.4036 -1.6871
C -0.2223 -2.3689 -1.7416
I -0.6345 -2.9281 -3.7732
C -1.3669 -1.5740 -1.1504
C -2.7581 -2.1790 -1.1966
I -0.8651 -1.2968 0.9534
H 4.3540 -2.1274 -0.0711
H 5.8719 -1.9278 -0.9731
H 4.6869 -3.1115 -1.5070
H 3.8576 -0.1582 0.3522
H 3.6178 1.3182 -0.5904
H 2.2347 0.4885 0.1227
H 1.9747 -2.4083 -0.8171
H 1.6862 -1.5694 -3.0633
H 0.8294 -0.2549 -1.2427
H -0.1306 -3.3152 -1.2078
H -1.3735 -0.5589 -1.5515
H -3.5007 -1.4472 -0.8823
H -2.8366 -3.0457 -0.5417
H -2.9889 -2.4950 -2.2146
C -3.7488 3.2914 3.7906
C -3.1731 2.1392 3.2802
C -2.3913 2.2384 2.1383
N -2.1634 3.3849 1.5006
C -2.7227 4.4838 2.0007
C -3.5189 4.4912 3.1371
H -4.3650 3.2555 4.6798
H -3.3244 1.1781 3.7532
H -1.9266 1.3552 1.7142
H -2.5241 5.4057 1.4651
H -3.9460 5.4175 3.4967
```

Charge ... 0
Energy above the lowest of the compared OMol25 structures with the same formula, charge and spin ... 0.0 kcal/mol
SMILES string ... CC(=O)N(C)[PH3][C@H](I)[C@@H](C)I.c1ccncc1
2S+1 ... 1

Formula: C11H19InNO7
Source: the OMol25 dataset
Level of theory: ωB97M-V/def2-TZVPD

Structure (XYZ):
```
39
Properties=species:S:1:pos:R:3
In 27.3120 21.7820 7.2029
C 30.0649 22.5131 5.2443
O 29.7264 21.3124 5.2252
O 29.1393 23.2999 5.4762
O 31.2158 22.7404 5.4805
C 29.9680 21.6115 9.4358
O 31.1284 21.8455 9.3158
O 28.9939 22.3011 9.7693
O 29.6967 20.7481 8.6320
C 23.4750 21.0402 10.9980
C 24.8183 21.4314 10.2723
C 25.8238 21.8711 11.3821
C 26.4241 20.6348 12.1808
C 26.8765 19.4846 11.2963
C 25.9628 19.0760 10.1248
N 25.4509 20.3327 9.4919
O 24.9150 20.1392 8.2650
C 26.8946 18.1939 9.1582
C 24.7302 18.1532 10.5033
C 24.4286 22.5867 9.3216
H 22.9033 20.6607 10.1512
H 22.8686 21.8419 11.4194
H 23.7294 20.2963 11.7530
H 26.6270 22.3437 10.8168
H 25.4319 22.5846 12.1069
H 25.7566 20.3771 13.0031
H 27.3222 21.0429 12.6445
H 26.9428 18.5881 11.9128
H 27.9380 19.5651 11.0619
H 27.9610 18.4082 9.0878
H 26.9865 17.1330 9.3912
H 26.4926 18.1824 8.1452
H 24.6464 18.1943 11.5893
H 23.8361 18.3373 9.9075
H 24.8594 17.0954 10.2745
H 23.9382 23.3252 9.9558
H 23.7629 22.2664 8.5202
H 25.3650 23.0581 9.0231
H 24.0376 19.8348 8.5082
```

E_tot ... -32701.883 eV
Charge ... 0
2S+1 ... 2

Formula: C11H19N2
Source: the OMol25 dataset
Level of theory: ωB97M-V/def2-TZVPD

Structure (XYZ):
```
32
Properties=species:S:1:pos:R:3
C 0.1930 -2.2750 1.1526
C -0.3675 -0.9469 0.9497
C -0.0612 -0.6508 -0.3139
C 0.7542 -2.7111 -0.0216
C -0.7771 0.0706 1.9573
C -0.6845 1.4067 -1.1349
C -1.3805 1.3107 1.2779
C 1.2828 -4.0078 -0.4699
C 0.8983 -1.5227 -2.4003
C -1.1312 3.3786 -0.0233
C 0.8466 2.0806 0.6177
N 0.5055 -1.6494 -0.9404
N -0.5525 2.0510 0.2258
H 0.3605 -2.7914 2.1310
H -1.6097 -0.4654 2.4889
H -0.0950 0.4872 2.7324
H 0.0365 1.8861 -1.7642
H -1.7145 1.5538 -1.4211
H -2.2342 1.0144 0.7877
H -1.7140 2.1070 1.9672
H 2.3210 -4.2532 0.0481
H 0.7016 -4.8170 -0.1794
H 1.5326 -4.1734 -1.6216
H 1.5268 -0.6847 -2.5440
H 1.3921 -2.5187 -2.6496
H -0.0503 -1.4094 -2.8817
H -2.1320 3.3444 -0.4086
H -1.2135 3.9265 0.8838
H -0.4703 4.0411 -0.6997
H 1.2348 1.1014 0.6664
H 1.6122 2.7202 -0.0030
H 0.9896 2.3966 1.5909
```

Charge ... +1
Energy above the lowest of the compared OMol25 structures with the same formula, charge and spin ... 126.0 kcal/mol
2S+1 ... 1

Formula: C11H19N2O
Source: the OMol25 dataset
Level of theory: ωB97M-V/def2-TZVPD

Structure (XYZ):
```
33
Properties=species:S:1:pos:R:3
C -4.3987 -0.6762 -1.0992
C -2.9434 -0.4501 -0.8109
C -2.1556 -1.4440 -0.2242
C -0.8621 -1.1517 0.1990
C -0.3011 0.0826 -0.1565
C 1.1143 0.4304 0.1349
N 2.0877 -0.4642 -0.3980
C 3.4496 0.0437 -0.5428
C 1.7753 -1.5767 -1.3194
N 0.9544 0.6942 1.7953
C 0.7740 2.1270 2.1996
O 2.2395 0.2572 2.2921
C -1.0849 1.0845 -0.7061
C -2.3775 0.7881 -1.1139
H -4.8290 0.2530 -1.4770
H -4.5673 -1.4614 -1.8479
H -4.9895 -0.9457 -0.2132
H -2.5588 -2.4522 -0.0726
H -0.2666 -1.8806 0.7579
H 1.4750 1.4611 -0.0913
H 4.0805 -0.7376 -0.9706
H 3.5346 0.9283 -1.1862
H 3.8079 0.3017 0.4514
H 2.6809 -1.8341 -1.8888
H 1.5054 -2.4731 -0.7449
H 0.9827 -1.3905 -2.0646
H 0.2275 0.1374 2.2771
H 1.1117 2.7615 1.3707
H -0.2891 2.3281 2.4104
H 1.3502 2.3648 3.1094
H 2.1679 -0.7126 2.4000
H -0.6823 2.0911 -0.8442
H -3.0131 1.5160 -1.6257
```

Charge ... +1
Energy above the lowest of the compared OMol25 structures with the same formula, charge and spin ... 87.7 kcal/mol
SMILES string ... Cc1ccc([C@H](N(C)C)[N@H+](C)O)cc1
2S+1 ... 1

Formula: C11H19N2O2
Source: the OMol25 dataset
Level of theory: ωB97M-V/def2-TZVPD

Structure (XYZ):
```
34
Properties=species:S:1:pos:R:3
C -2.4116 -0.2706 0.0467
C 2.5394 -1.0320 0.2090
C 2.2437 0.3841 0.6582
C 1.8863 -1.3263 -1.1836
C 0.1366 -0.5950 1.5462
C 0.0161 0.5158 -1.3140
C -1.3754 1.9609 0.2365
C 0.7672 0.7460 1.0552
C 0.2523 -0.9338 -1.0240
C -0.1654 -1.4038 0.2876
C 0.0193 1.4366 -0.0486
N -2.4633 1.0319 0.2329
N -3.5479 -0.9093 -0.2216
O -0.7217 -2.5892 0.4320
O 0.7949 2.5652 -0.4045
H 3.6767 -0.9466 0.1475
H 2.3288 -1.7506 1.0167
H 2.7791 0.6462 1.5358
H 2.5722 1.0174 -0.2102
H 2.2353 -0.5818 -1.8710
H 2.0733 -2.3862 -1.4319
H 0.8365 -1.3273 2.0136
H -0.8900 -0.4357 1.9918
H 0.7267 0.8777 -2.1113
H -0.9364 0.7790 -1.8894
H -1.6534 2.4353 1.2183
H -1.6328 2.8081 -0.4573
H 0.8308 1.4183 1.9153
H -0.1729 -1.5427 -1.8723
H -3.4358 1.5585 0.1670
H -3.5449 -1.7515 -0.7271
H -4.4076 -0.2543 0.0010
H -0.5336 -3.0749 -0.3071
H 1.1773 2.9309 0.3626
```

Charge ... +1
Energy above the lowest of the compared OMol25 structures with the same formula, charge and spin ... 104.2 kcal/mol
2S+1 ... 1

Formula: C11H19N4
Source: the OMol25 dataset
Level of theory: ωB97M-V/def2-TZVPD

Structure (XYZ):
```
34
Properties=species:S:1:pos:R:3
C 3.4417 1.2471 0.1858
C 3.3595 -0.1417 0.2837
C 2.1530 1.7301 0.0312
C 0.4384 -2.3107 0.0337
C 1.6677 -1.8415 0.2191
C -1.9859 0.2025 1.7375
C -2.2737 0.2684 0.3153
C 1.6930 3.1275 -0.1669
C 0.2735 -3.7292 -0.1985
C -3.6583 0.0188 -0.1247
C -1.5824 0.9257 -1.7959
N 1.3339 0.6127 0.0446
N 2.0576 -0.4637 0.2495
N -1.3528 0.7943 -0.4067
N -0.7932 0.1941 2.1812
H 4.2880 1.8706 0.1675
H 4.0518 -0.9268 0.0181
H -0.2985 -1.5256 0.0557
H 2.6803 -2.3536 0.1577
H -2.9409 -0.0823 2.3443
H 0.5944 3.0224 0.0304
H 2.1719 3.8878 0.4972
H 1.9480 3.7100 -1.0438
H -0.5473 -4.0567 -0.7404
H 1.1092 -4.0927 -0.6561
H 0.1050 -4.1628 0.7418
H -4.3363 0.8840 -0.3459
H -4.1419 -0.6385 0.5344
H -3.6972 -0.4355 -1.0384
H -0.7104 1.2844 -2.4475
H -2.3126 0.2201 -2.1311
H -2.2779 1.9044 -1.9373
H -0.6145 0.1943 3.2504
H 0.1569 0.6622 -0.0461
```

Charge ... +1
Energy above the lowest of the compared OMol25 structures with the same formula, charge and spin ... 91.9 kcal/mol
2S+1 ... 1

Formula: C11H19NO3
Source: the OMol25 dataset
Level of theory: ωB97M-V/def2-TZVPD

Structure (XYZ):
```
34
Properties=species:S:1:pos:R:3
C -4.0102 2.5744 1.3648
C -3.4034 1.2202 1.0158
C -2.0494 1.0166 1.6907
C -1.3570 -0.2627 1.2214
C -0.2177 -0.6573 2.1570
C 0.5645 -1.8707 1.6368
C 1.5052 -1.4970 0.6079
C 2.3402 -1.1865 -0.1987
C 3.3702 -0.7514 -1.0957
O 4.0874 0.3484 -0.7340
C 2.5439 -0.3289 -2.7243
C 1.9632 -1.5612 -3.3528
N 1.5787 0.5982 -2.2230
O 2.0134 1.6745 -1.8242
O 0.4219 0.2478 -2.1068
H -5.0011 2.6759 0.9270
H -4.0988 2.6864 2.4444
H -3.3834 3.3809 0.9880
H -3.2848 1.1389 -0.0675
H -4.0845 0.4261 1.3378
H -1.4056 1.8733 1.4812
H -2.1975 0.9726 2.7732
H -0.9727 -0.1217 0.2089
H -2.0884 -1.0749 1.1901
H 0.4660 0.1850 2.2821
H -0.6289 -0.9015 3.1400
H 1.1323 -2.3273 2.4538
H -0.1271 -2.6200 1.2421
H 4.0510 -1.5533 -1.3844
H 3.4974 1.1222 -0.6545
H 3.3365 0.1771 -3.2665
H 1.4168 -1.3043 -4.2594
H 1.2691 -2.0377 -2.6631
H 2.7526 -2.2622 -3.6081
```

Charge ... 0
Energy above the lowest of the compared OMol25 structures with the same formula, charge and spin ... 84.1 kcal/mol
SMILES string ... CCCCCCC#C[C@H](O)[C@@H](C)[N+](=O)[O-]
2S+1 ... 1

Formula: C11H20BO5SSr
Source: the OMol25 dataset
Level of theory: ωB97M-V/def2-TZVPD

Structure (XYZ):
```
39
Properties=species:S:1:pos:R:3
C 2.8051 -2.2121 3.7318
C 2.7504 -1.8368 2.5926
C 2.6744 -1.3880 1.2040
C 3.5041 -0.1182 0.9207
C 2.6862 1.1579 0.8079
C 1.7314 1.1953 -0.3701
O 1.9136 2.3463 -1.1906
B 0.7180 2.4117 -2.0481
O -0.2565 1.4604 -1.4259
C 0.2561 1.3382 -0.1096
C -0.5280 0.2585 0.5829
C -1.9623 0.7447 0.6925
C -2.9962 -0.3640 0.5247
C -3.2940 -0.6312 -0.9543
S -2.4655 -1.9774 -1.7963
O -2.0246 -2.9327 -0.8371
O -3.4177 -2.3275 -2.8152
O -1.3018 -1.1162 -2.3718
H 2.8316 -2.4733 4.7621
H 3.0000 -2.2103 0.5644
H 1.6178 -1.2281 0.9785
H 4.0819 -0.2722 0.0086
H 4.2291 0.0025 1.7249
H 3.3720 1.9958 0.6816
H 2.1354 1.3545 1.7346
H 1.8721 0.3477 -1.0643
H 0.2071 3.5600 -2.0253
H 0.9578 2.1403 -3.2307
H 0.1142 2.3238 0.3663
H -0.4801 -0.6164 -0.0709
H -0.1086 -0.0581 1.5392
H -2.1341 1.5013 -0.0793
H -2.1179 1.2052 1.6685
H -2.6996 -1.2952 1.0076
H -3.9330 -0.0492 1.0245
H -4.3306 -0.9057 -1.0188
H -3.1440 0.2982 -1.5270
H -0.6263 -1.6706 -2.8095
Sr -5.6374 0.0410 -1.3731
```

Charge ... +1
Energy above the lowest of the compared OMol25 structures with the same formula, charge and spin ... 0.0 kcal/mol
2S+1 ... 1

Formula: C11H20BaF3O8PS
Source: the OMol25 dataset
Level of theory: ωB97M-V/def2-TZVPD

Structure (XYZ):
```
45
Properties=species:S:1:pos:R:3
C 2.0831 0.5253 1.4981
C 2.7455 -0.9696 1.5633
O 3.4769 -1.3996 0.3696
P 2.8414 -0.7595 -1.1083
O 3.5249 -1.6137 -2.2944
C 0.9613 -0.9353 -1.3594
C 0.2259 -2.0741 -0.4407
C -1.3711 -2.0951 -0.9385
O -2.1661 -3.2256 -0.3639
S -2.5933 -2.8787 1.2691
O -1.4438 -3.4939 2.1154
O -4.0404 -3.1587 1.7458
O -2.4207 -1.1844 1.3437
C -1.9617 -0.8182 -0.0338
C -3.1096 0.1518 -0.7669
C -3.2568 1.5287 0.1421
O -2.4203 2.6397 -0.4147
C -4.8093 2.0695 0.2805
F -5.2324 2.9908 -0.8032
F -4.8584 2.8200 1.5906
F -5.8163 0.9787 0.3886
O 3.3284 0.9110 -1.4440
C 4.7575 1.1081 -1.1633
C 4.8873 2.5677 -0.3565
H 1.8826 0.8480 2.6307
H 1.0029 0.5579 0.9920
H 2.8071 1.3570 1.0710
H 3.5452 -0.9385 2.4501
H 1.9900 -1.8278 1.8722
H 0.4597 0.1428 -1.2922
H 0.7979 -1.2680 -2.4942
H 0.7257 -3.1312 -0.4816
H 0.1727 -1.6707 0.6818
H -1.4532 -1.9122 -2.0921
H -1.1468 0.0103 0.2345
H -4.1124 -0.4483 -0.8850
H -2.6710 0.5159 -1.8155
H -2.8664 1.3860 1.2575
H -2.7274 2.8741 -1.3398
H 5.2716 0.2529 -0.5531
H 5.3569 1.2827 -2.1793
H 3.7819 2.9985 -0.2306
H 5.4868 3.3710 -0.9653
H 5.2802 2.3781 0.7295
Ba -6.9163 -0.4630 1.5904
```

E_tot ... -57056.843 eV
Charge ... +2
2S+1 ... 1

Formula: C11H20Br3N4O
Source: the OMol25 dataset
Level of theory: ωB97M-V/def2-TZVPD

Structure (XYZ):
```
39
Properties=species:S:1:pos:R:3
C 4.4663 2.0749 -0.2220
C 4.4696 0.6961 0.4475
O 4.4426 -0.3722 -0.4865
C 3.1542 -0.7770 -0.8709
C 2.5526 -1.7988 0.0973
C 1.0340 -1.9781 -0.1129
C 0.2605 -1.4587 1.1003
C -1.2579 -1.6183 1.0857
N -1.9335 -1.1408 -0.1446
C -2.1662 -1.8251 -1.2656
Br -1.7778 -3.5831 -1.5568
N -2.8420 -1.0750 -2.1249
N -3.0553 0.0656 -1.5468
N -2.5321 0.0493 -0.3641
C -2.7354 1.1907 0.5850
Br -1.0528 1.7042 1.3360
C -3.5091 2.3207 -0.1363
C -4.9979 1.9933 -0.2820
Br -3.3594 3.9573 0.8900
H 4.3493 1.9469 -1.3010
H 5.4058 2.6040 -0.0579
H 3.6554 2.7123 0.1354
H 3.6179 0.6007 1.1368
H 5.3750 0.5469 1.0388
H 2.4835 0.0938 -0.9613
H 3.2546 -1.2189 -1.8673
H 3.0660 -2.7533 -0.0403
H 2.7650 -1.4676 1.1198
H 0.7992 -3.0279 -0.2976
H 0.7414 -1.3999 -0.9995
H 0.5117 -0.4058 1.2433
H 0.5947 -1.9798 2.0049
H -1.5398 -2.6738 1.1509
H -1.7297 -1.1015 1.9225
H -3.3616 0.8162 1.3979
H -3.0324 2.5269 -1.0930
H -5.3991 1.5986 0.6553
H -5.1665 1.2635 -1.0741
H -5.5511 2.8937 -0.5421
```

E_tot ... -229857.466 eV
Charge ... +1
SMILES string ... CCOCCCCCn1c(Br)nn[n+]1[C@@H](Br)[C@@H](C)Br
2S+1 ... 1